# 1
# C44H80F18O22

A 11-piece molecular cluster, C44H80F18O22 overall (wB97M-V/def2-TZVPD, the OMol25 dataset).

```
! wB97M-V def2-TZVPD RIJCOSX def2/J DEFGRID3
* xyz 1 2
C 3.10131 5.01031 1.77157
O 1.69417 4.91695 1.85429
C 1.00296 6.14692 2.05938
C -0.43511 5.72898 1.96661
O -1.24534 6.83835 2.22462
C -2.66237 6.59130 2.39870
H 3.57721 4.11973 1.36111
H 3.60712 5.10698 2.73226
H 3.46354 5.91135 1.27657
H 1.36140 6.96601 1.43591
H 1.17582 6.39068 3.10762
H -0.62119 4.97692 2.73334
H -0.73804 5.33945 0.99471
H -2.78498 6.06789 3.34691
H -3.03002 6.03774 1.53469
H -3.28284 7.48631 2.35303
C 4.23928 -3.89029 -3.64908
O 3.46100 -3.84347 -2.48226
C 2.13895 -3.31731 -2.67828
C 1.25681 -4.25056 -3.51122
O -0.16171 -4.14037 -3.18948
C -0.96291 -5.20525 -3.74384
H 5.25025 -4.17038 -3.35313
H 4.25810 -2.84620 -3.96153
H 3.85491 -4.47364 -4.48578
H 2.24206 -2.31602 -3.09647
H 1.63595 -3.18479 -1.72040
H 1.59745 -5.28348 -3.43949
H 1.23672 -4.06032 -4.58430
H -0.68148 -5.58032 -4.72782
H -2.01052 -4.94184 -3.59818
H -0.96212 -6.17764 -3.25134
C -1.54372 -2.57286 0.17394
O -0.39076 -1.72124 0.18025
C -0.48850 -0.63836 -0.79721
C 0.76888 0.18850 -0.83002
O 0.45190 1.40463 -0.26884
C 1.63522 2.28616 -0.10690
H -2.45377 -1.97304 0.16216
H -1.60867 -3.08033 1.13641
H -1.45908 -3.31646 -0.61852
H -1.35755 0.00524 -0.66071
H -0.66547 -1.15834 -1.73869
H 1.19110 0.38903 -1.81471
H 1.56417 -0.27198 -0.24386
H 1.29993 3.19544 0.39199
H 2.12889 2.55574 -1.04056
H 2.29952 1.81188 0.61551
C 4.36219 7.45392 -6.49293
O 3.77254 7.59174 -5.27202
C 4.13581 6.54359 -4.33141
C 3.57718 6.93258 -2.95409
O 2.16924 6.85469 -2.90144
C 1.75524 5.97814 -1.89521
H 4.11356 8.29740 -7.13700
H 4.27178 6.48497 -6.98390
H 5.39436 7.75186 -6.30862
H 5.18768 6.31868 -4.15508
H 3.55927 5.68203 -4.66817
H 3.98007 7.92356 -2.74495
H 4.12311 6.34051 -2.21957
H 0.70006 5.96774 -1.62211
H 2.33771 6.15044 -0.99014
H 2.05238 4.97197 -2.19088
C -4.59281 -4.25894 -1.51674
O -4.04937 -4.61185 -0.25852
C -4.34195 -5.94789 0.19422
C -3.53039 -7.05403 -0.60624
O -2.33154 -7.26642 0.11088
C -1.27704 -6.25748 -0.07301
H -4.11119 -3.34209 -1.85661
H -5.66177 -4.05285 -1.46248
H -4.48362 -5.01153 -2.29763
H -5.41998 -6.10266 0.23876
H -4.12611 -6.02385 1.25993
H -3.26453 -6.74332 -1.61662
H -4.13334 -7.96186 -0.58675
H -1.66812 -5.27928 0.20676
H -0.96876 -6.26059 -1.11851
H -0.50581 -6.55020 0.63946
C -2.31692 -6.04602 4.20017
C -1.09029 -5.24601 4.54945
O -0.21925 -5.12019 3.40998
C 0.85267 -4.27205 3.51693
O 1.23068 -3.77504 4.55620
C 1.45335 -3.88756 2.12199
F 1.53677 -2.52494 2.06342
F 2.60980 -4.52080 2.00655
F 0.73041 -4.37243 1.08516
H -1.96515 -7.03839 3.91811
H -2.78235 -5.54731 3.35002
H -3.09355 -6.02884 4.96480
H -0.78495 -5.50310 5.56373
H -1.51950 -4.25987 4.72666
C 2.54660 0.30009 6.00434
C 3.55069 1.17084 5.17953
O 3.77540 0.72576 3.82149
C 4.59456 1.46886 3.01116
O 4.94448 2.66738 3.25530
C 4.93337 0.75424 1.69324
F 4.19631 -0.38763 1.61412
F 4.62916 1.53010 0.61381
F 6.28057 0.56201 1.73142
H 2.87561 -0.73871 6.03185
H 1.55436 0.18501 5.56809
H 2.35745 0.69457 7.00269
H 4.54535 1.27707 5.61251
H 3.18761 2.19853 5.18958
C -4.80216 -3.03451 2.17087
C -6.09978 -3.78003 2.16494
O -6.09197 -4.59698 3.29195
C -7.08793 -5.50937 3.58424
O -8.01858 -5.70397 2.80144
C -7.01111 -6.14787 4.91574
F -8.14864 -5.76167 5.66220
F -7.00893 -7.44959 4.72315
F -5.91324 -5.76940 5.57445
H -4.64551 -2.22372 1.45941
H -3.95604 -3.71488 2.07452
H -4.71411 -2.51023 3.12244
H -6.31549 -4.36649 1.27183
H -6.95266 -3.10134 2.17292
C 8.50484 0.48132 -3.32688
C 7.44519 0.24365 -4.39980
O 6.63103 1.40549 -4.49382
C 5.28107 1.34062 -4.20104
O 4.70497 0.28025 -3.85676
C 4.49492 2.70291 -4.23805
F 3.47467 2.64980 -4.98263
F 4.13020 2.96001 -2.91109
F 5.33753 3.67944 -4.60173
H 9.33302 -0.14629 -3.65599
H 8.11769 0.26561 -2.33104
H 8.88415 1.50317 -3.33413
H 6.90845 -0.69471 -4.26015
H 7.94527 0.13549 -5.36226
C -0.22839 0.69524 3.03193
C -1.47426 1.15408 2.18245
O -2.56256 1.18810 3.03911
C -2.91381 2.35786 3.71196
O -2.46130 3.51080 3.51180
C -4.10541 2.06114 4.62553
F -4.88722 1.12537 4.16974
F -3.78454 1.79958 5.87204
F -4.69117 3.26172 4.56181
H 0.69680 0.49760 2.49057
H -0.37429 -0.24149 3.56984
H -0.07005 1.48912 3.76185
H -1.61061 0.32822 1.48426
H -1.34774 2.04130 1.56201
C -2.02823 3.05490 -1.81046
C -3.52985 2.92722 -1.96650
O -3.91508 3.49873 -3.23518
C -5.21179 3.09130 -3.66839
O -6.06887 2.63958 -2.92528
C -5.53541 3.40207 -5.15733
F -6.12268 4.60671 -5.26358
F -4.56444 3.33866 -6.04665
F -6.47789 2.49390 -5.49129
H -1.37360 2.23739 -2.11250
H -1.81406 3.02269 -0.74219
H -1.62568 4.01576 -2.13109
H -3.98589 3.49911 -1.15838
H -3.94647 1.92453 -1.87084
*
```

Computed properties:
- <S²> = 0.756
- E_LUMO (alpha / beta) (eV) = -2.55 / -8.69

Results of the Löwdin charge analysis, in e, for atoms 1 through 99:
1. C -0.11
2. O -0.22
3. C -0.17
4. C -0.23
5. O -0.19
6. C -0.07
7. H 0.07
8. H 0.08
9. H 0.08
10. H 0.13
11. H 0.13
12. H 0.11
13. H 0.12
14. H 0.08
15. H 0.08
16. H 0.08
17. C -0.11
18. O -0.19
19. C -0.17
20. C -0.17
21. O -0.20
22. C -0.11
23. H 0.10
24. H 0.08
25. H 0.09
26. H 0.12
27. H 0.12
28. H 0.13
29. H 0.12
30. H 0.10
31. H 0.08
32. H 0.05
33. C -0.11
34. O -0.21
35. C -0.16
36. C -0.23
37. O -0.22
38. C -0.01
39. H 0.08
40. H 0.08
41. H 0.07
42. H 0.11
43. H 0.12
44. H 0.13
45. H 0.13
46. H 0.07
47. H 0.08
48. H 0.07
49. C -0.16
50. O -0.17
51. C -0.17
52. C -0.21
53. O -0.14
54. C -0.11
55. H 0.09
56. H 0.09
57. H 0.09
58. H 0.12
59. H 0.12
60. H 0.13
61. H 0.12
62. H 0.09
63. H 0.07
64. H 0.07
65. C -0.04
66. O -0.15
67. C -0.09
68. C -0.07
69. O 0.00
70. C 0.06
71. H 0.11
72. H 0.11
73. H 0.10
74. H 0.15
75. H 0.13
76. H 0.13
77. H 0.15
78. H 0.09
79. H 0.10
80. H 0.11
81. C -0.06
82. C -0.22
83. O 0.01
84. C -0.32
85. O 0.17
86. C -0.49
87. F 0.15
88. F 0.19
89. F 0.12
90. H 0.09
91. H 0.05
92. H 0.09
93. H 0.14
94. H 0.12
95. C -0.04
96. C -0.18
97. O 0.00
98. C -0.28
99. O 0.10

***

# 2
# C44H96CaF4N6O8S4

C44H96CaF4N6O8S4 as an isolated structure (wB97M-V/def2-TZVPD, the OMol25 dataset).

```
! wB97M-V def2-TZVPD RIJCOSX def2/J DEFGRID3
* xyz 4 1
Ca 1.99785 -1.22470 -11.87791
C 9.78122 -3.89689 -8.31600
C 10.37089 -2.86175 -7.38532
C 11.54893 -2.02763 -7.97542
C 12.71112 -2.84939 -8.47360
N 13.89320 -1.92998 -8.95279
C 14.97156 -2.88653 -9.57874
C 14.53248 -3.34180 -10.93550
C 13.59079 -2.14928 -11.38122
C 13.59819 -1.16937 -10.24080
C 14.51366 -1.07461 -7.86055
C 14.76060 -1.77145 -6.55873
C 15.53190 -1.03302 -5.42277
H 9.40809 -3.29051 -9.14133
H 8.96104 -4.34298 -7.75350
H 10.39129 -4.68172 -8.76316
H 10.68788 -3.43135 -6.51172
H 9.56511 -2.22726 -7.01620
H 11.72236 -1.20831 -7.27775
H 11.04942 -1.51778 -8.79921
H 12.49230 -3.37219 -9.40468
H 13.07302 -3.65887 -7.83966
H 15.83661 -2.22685 -9.64663
H 15.19923 -3.68983 -8.87804
H 15.33815 -3.48614 -11.65534
H 13.92355 -4.24325 -10.86702
H 14.08303 -1.68517 -12.23585
H 12.57761 -2.46118 -11.63477
H 14.46034 -0.50659 -10.31504
H 12.61162 -0.70638 -10.22028
H 13.85161 -0.23274 -7.65799
H 15.39031 -0.60723 -8.30904
H 15.27038 -2.70348 -6.80274
H 13.76895 -1.95215 -6.14392
H 14.94520 -0.23586 -4.96625
H 16.36438 -0.48187 -5.86016
H 15.95145 -1.64149 -4.62162
C 4.22024 4.17583 -20.42339
C 3.51372 5.55087 -20.11581
C 4.68196 6.58107 -19.87573
C 4.20101 7.98036 -19.43604
N 5.39829 8.97056 -19.37903
C 4.98142 10.35594 -18.71330
C 4.18997 11.13406 -19.65578
C 4.51058 10.60188 -21.04073
C 5.65529 9.59457 -20.77063
C 6.75190 8.43310 -18.75473
C 6.61610 7.95872 -17.25949
C 8.00258 7.44391 -16.71265
H 3.71561 3.57005 -21.17605
H 4.33203 3.51487 -19.56390
H 5.25124 4.26557 -20.76557
H 2.79092 5.62166 -19.30301
H 2.87409 5.79876 -20.96288
H 5.26975 6.77105 -20.77379
H 5.30873 6.08426 -19.13517
H 3.88215 7.95993 -18.39392
H 3.39522 8.40062 -20.03786
H 5.84939 10.97786 -18.49434
H 4.44252 10.06813 -17.81062
H 4.64311 12.11084 -19.48648
H 3.13655 11.01160 -19.40398
H 4.72982 11.35748 -21.79512
H 3.65422 10.09412 -21.48449
H 6.62696 10.07944 -20.67654
H 5.62918 8.87198 -21.58627
H 7.50918 9.21656 -18.72627
H 7.01805 7.59252 -19.39559
H 5.79477 7.26365 -17.08516
H 6.28099 8.77316 -16.61725
H 7.87626 7.01994 -15.71646
H 8.72843 8.25568 -16.66492
H 8.45547 6.61808 -17.26126
C -9.40997 11.15042 -14.37234
C -10.19832 10.19794 -13.37090
C -9.39377 9.01086 -12.77220
C -10.18117 8.44883 -11.57253
N -9.50150 7.34064 -10.69937
C -9.22174 6.07799 -11.53692
C -7.74657 5.70090 -11.42918
C -7.10222 7.03844 -11.11677
C -8.07584 7.76278 -10.23044
C -10.29944 7.05488 -9.43345
C -11.71870 6.41967 -9.56515
C -12.42591 6.43354 -8.25465
H -9.74105 12.18879 -14.38873
H -9.41516 10.75216 -15.38697
H -8.37824 11.16514 -14.02106
H -11.17116 9.90172 -13.76325
H -10.39195 10.76323 -12.45928
H -8.50417 9.49050 -12.36396
H -9.10510 8.29915 -13.54566
H -11.13934 8.06388 -11.92155
H -10.48996 9.18538 -10.83075
H -9.83656 5.26045 -11.16045
H -9.60342 6.08682 -12.55787
H -7.57426 4.93730 -10.67067
H -7.51635 5.21342 -12.37652
H -6.12293 7.09643 -10.64166
H -6.89980 7.54542 -12.06021
H -7.97445 7.44736 -9.19202
H -8.00177 8.84918 -10.27892
H -10.32325 7.99671 -8.88528
H -9.78688 6.44601 -8.68869
H -11.59816 5.35008 -9.73707
H -12.35175 6.85774 -10.33680
H -13.16862 5.64408 -8.13963
H -12.93713 7.39212 -8.16591
H -11.79151 6.26055 -7.38533
C 2.51792 -0.35394 -0.20680
C 2.41668 0.99918 -0.93812
C 0.97201 1.50562 -0.97091
C 0.82995 2.83284 -1.75732
N -0.52411 3.51198 -1.72910
C -1.56902 2.67087 -2.41426
C -1.36889 2.90128 -3.91960
C -0.99794 4.44099 -4.00077
C -0.45482 4.76743 -2.62047
C -0.94166 3.88263 -0.25942
C 0.12427 4.67306 0.55731
C -0.49038 5.13302 1.84288
H 3.51380 -0.77653 -0.34007
H 1.71897 -1.09385 -0.25497
H 2.54146 -0.20083 0.87214
H 2.87581 0.77955 -1.90200
H 2.99327 1.74754 -0.39443
H 0.55122 1.60994 0.02917
H 0.35634 0.79917 -1.52767
H 0.93549 2.60436 -2.81786
H 1.63467 3.56510 -1.69161
H -2.51178 3.07765 -2.04844
H -1.52222 1.58763 -2.30244
H -1.95413 2.38493 -4.68050
H -0.47454 2.32791 -4.16349
H -1.98554 4.89899 -4.05508
H -0.31171 4.80093 -4.76734
H -0.90829 5.61063 -2.09943
H 0.60865 5.00438 -2.58889
H -1.10451 2.96273 0.30216
H -1.87020 4.41778 -0.45819
H 0.54212 5.54028 0.04600
H 0.99847 4.07294 0.80981
H -0.61670 4.31183 2.54842
H -1.48402 5.55087 1.68111
H 0.16007 5.92504 2.21399
N 5.49866 -2.39177 -14.37818
S 6.68028 -1.63849 -15.04704
O 6.86478 -1.85216 -16.48828
O 7.80153 -1.19808 -14.24143
F 5.83150 -0.20591 -15.02650
S 6.13799 -3.92089 -14.77061
O 7.46705 -4.22771 -14.23911
O 5.84542 -4.51257 -16.08618
F 5.19655 -4.81287 -13.83467
N 2.89433 3.03335 -11.00345
S 2.07115 4.37937 -11.76490
O 2.09073 4.26024 -13.21300
O 1.98256 5.67287 -11.18753
F 0.62482 3.84779 -11.43846
S 4.01508 3.91340 -10.40770
O 3.70034 4.57359 -9.14229
O 4.80193 4.67229 -11.35854
F 5.02712 2.76990 -9.96060
*
```

Computed properties:
- E_LUMO (eV) = -11.63

Results of the Löwdin charge analysis, in e, for atoms 1 through 99:
1. Ca 1.89
2. C -0.11
3. C -0.26
4. C -0.18
5. C -0.08
6. N -0.18
7. C -0.10
8. C -0.12
9. C -0.13
10. C -0.11
11. C -0.14
12. C -0.22
13. C -0.06
14. H 0.08
15. H 0.08
16. H 0.08
17. H 0.11
18. H 0.11
19. H 0.11
20. H 0.11
21. H 0.12
22. H 0.14
23. H 0.14
24. H 0.13
25. H 0.13
26. H 0.11
27. H 0.12
28. H 0.12
29. H 0.14
30. H 0.13
31. H 0.14
32. H 0.13
33. H 0.11
34. H 0.10
35. H 0.08
36. H 0.07
37. H 0.08
38. C -0.09
39. C -0.20
40. C -0.19
41. C -0.08
42. N -0.16
43. C -0.12
44. C -0.18
45. C -0.13
46. C -0.09
47. C -0.08
48. C -0.21
49. C -0.08
50. H 0.07
51. H 0.07
52. H 0.07
53. H 0.10
54. H 0.10
55. H 0.11
56. H 0.11
57. H 0.13
58. H 0.13
59. H 0.14
60. H 0.13
61. H 0.13
62. H 0.13
63. H 0.13
64. H 0.11
65. H 0.13
66. H 0.13
67. H 0.13
68. H 0.12
69. H 0.10
70. H 0.10
71. H 0.08
72. H 0.08
73. H 0.07
74. C -0.07
75. C -0.22
76. C -0.19
77. C -0.09
78. N -0.16
79. C -0.09
80. C -0.14
81. C -0.16
82. C -0.08
83. C -0.13
84. C -0.23
85. C -0.11
86. H 0.07
87. H 0.07
88. H 0.06
89. H 0.11
90. H 0.10
91. H 0.10
92. H 0.12
93. H 0.13
94. H 0.14
95. H 0.12
96. H 0.14
97. H 0.12
98. H 0.12
99. H 0.13

***

Here are the calculated largest force on an atom numbers, same order: 0.1186, 0.1577 (hartree/bohr).